(1)
Formula: C3H2N5O2
Source: the Open Molecules 2025 dataset
Level of theory: wB97M-V/def2-TZVPD

```
12
Properties=species:S:1:pos:R:3:forces:R:3:lowdin_charge:R:1
C -0.1070 1.1901 -0.2647 0.791 0.393 0.175 -0.035
C -2.4813 1.1571 0.0701 -3.810 -1.763 2.221 -0.212
C 0.0098 -1.0952 0.1065 1.354 0.800 0.176 0.007
N 4.3860 -0.9446 0.2269 -2.674 0.493 -0.174 0.132
N -1.3942 1.2023 -0.3478 3.175 0.488 -2.157 0.235
N 3.3065 -0.7120 0.1601 2.951 -0.511 0.213 0.050
N 0.5998 0.1284 -0.0090 1.393 -0.313 0.035 0.132
N -1.0002 -1.6436 -0.0619 -1.082 -1.652 0.320 -0.060
O -1.8848 -2.4161 -0.0871 -0.338 0.256 -0.274 0.168
O -3.4847 0.8906 0.5461 -0.910 0.763 -0.115 0.310
H 0.3767 2.1117 -0.4341 0.973 0.875 -0.067 0.163
H 1.6735 0.1313 0.0950 -1.824 0.171 -0.354 0.111
```
Positions in Å, forces in eV/Å.

Computed properties:
Total charge   +1
ΔE to the lowest compared entry with this formula, charge and spin   0.000 eV
M   140.1 g/mol
HOMO-LUMO gap (alpha / beta)   8.6 / 8.6 eV
LUMO (alpha / beta)   -6.0 / -6.0 eV
Calculated total energy   -14677.8405 eV



(2)
Formula: C5H18N2O2S
Source: the Open Molecules 2025 dataset
Level of theory: wB97M-V/def2-TZVPD

```
28
Properties=species:S:1:pos:R:3:forces:R:3:lowdin_charge:R:1
C -1.9227 1.0774 1.2001 -1.883 -0.175 0.711 -0.153
N -0.6527 0.5130 0.8257 -0.260 0.178 -0.185 -0.084
C -0.7019 -0.3580 -0.3819 1.150 -0.036 0.222 -0.320
C -0.4098 -1.8350 0.0185 0.263 0.028 0.697 -0.244
N -1.4466 -2.8180 -0.1429 0.247 -0.283 -0.630 0.006
C 0.3646 0.1402 -1.3714 0.061 -0.330 -0.490 -0.247
C -0.1329 1.3916 -2.0876 -0.550 -0.433 0.293 -0.593
S 1.0906 2.3852 -2.9531 -0.190 0.119 -0.652 0.706
H -2.3007 1.8065 0.4814 0.238 -0.091 -0.186 0.072
H -2.0196 1.5735 2.1752 1.108 0.195 -0.098 0.073
H -2.7365 0.3384 1.3550 0.178 -0.171 -0.604 0.078
H -0.3047 -0.0709 1.5693 0.013 0.166 0.238 0.072
H -1.6720 -0.2872 -0.8926 -0.038 -0.077 0.368 0.139
H -0.1585 -1.8587 1.0831 -0.134 0.122 0.137 0.105
H 0.5475 -2.1637 -0.4076 -0.329 0.016 -0.562 0.100
H -1.9708 -2.8017 -0.9987 -0.091 0.019 0.053 0.065
H -1.9506 -3.1400 0.6561 -0.197 0.234 0.150 0.057
H 0.6294 -0.7086 -2.0185 -0.285 0.437 -0.461 0.119
H 1.3269 0.3316 -0.8963 -0.588 0.154 0.204 0.066
H -0.8742 1.1580 -2.8598 0.230 -0.182 -0.126 0.068
H -0.7310 1.9494 -1.3635 0.420 0.454 0.049 0.057
H 1.9832 2.6171 -2.0006 0.071 -0.097 0.508 -0.164
O 2.8488 -0.6942 -0.0080 0.276 0.252 0.444 -0.072
H 2.7049 0.1234 0.5011 0.258 -0.205 -0.100 0.012
H 2.4985 -1.3375 0.6112 0.043 -0.366 -0.009 0.027
O 2.2771 0.8712 2.3408 -0.342 0.018 0.521 -0.049
H 2.1669 0.3043 3.1145 0.312 -0.075 -0.108 0.054
H 1.5469 1.4926 2.4507 0.018 0.129 -0.383 0.047
```
Positions in Å, forces in eV/Å.

Computed properties:
Total charge   0
ΔE to the lowest compared entry with this formula, charge and spin   1.102 eV
M   170.3 g/mol
SMILES   CN[C@H](CN)CCS.O.O
HOMO-LUMO gap   8.8 eV
LUMO   0.3 eV
Calculated total energy   -23386.2935 eV



(3)
Formula: C10H16AsF6K4N4O4
Source: the Open Molecules 2025 dataset
Level of theory: wB97M-V/def2-TZVPD

```
45
Properties=species:S:1:pos:R:3:forces:R:3:lowdin_charge:R:1
K -1.9418 3.3444 5.4709 0.190 -0.142 0.192 0.995
K -4.7439 6.2121 -0.5940 0.139 0.192 0.020 0.994
K -4.3895 2.5111 -6.7389 0.396 -0.124 -0.305 0.985
K -7.6805 0.0778 -2.0391 0.068 -0.406 0.181 0.981
As -2.0185 0.2743 -1.1188 1.787 -1.426 -0.816 0.915
F -3.1912 1.4386 -1.8324 0.404 0.064 0.947 -0.356
F -0.5800 1.3120 -1.6675 -2.501 -1.032 0.939 -0.318
F -0.8562 -0.9475 -0.5966 -1.209 1.036 -0.286 -0.261
F -3.4256 -0.7441 -0.5801 1.133 1.156 -0.635 -0.325
F -2.0729 -0.4866 -2.7479 -0.043 0.614 1.408 -0.309
F -2.0117 0.9813 0.5306 -0.239 0.059 -1.647 -0.312
C 5.3878 0.1410 -2.7505 -0.660 0.547 -0.303 0.034
N 6.2546 1.3172 -2.5762 3.037 0.672 0.406 -0.437
O 7.4832 1.1082 -2.4696 -2.385 0.260 -0.242 0.051
O 5.7475 2.4269 -2.5126 0.011 -0.843 -0.067 0.051
H 5.8699 -0.5803 -3.4103 0.020 0.086 0.378 0.103
H 4.4939 0.5770 -3.1965 -0.111 -0.471 0.060 0.092
H 5.1778 -0.2193 -1.7434 0.082 -0.246 -0.217 0.104
C 1.3089 -1.1135 -7.4363 0.190 -1.771 -1.182 0.031
N 1.1672 0.3023 -7.6674 2.358 1.573 1.944 -0.470
O 2.2032 0.9563 -7.6053 -0.490 -0.394 -0.588 0.077
O 0.0848 0.8044 -7.7255 -2.084 0.308 -0.579 0.043
H 0.9313 -1.5879 -8.3420 0.023 -0.144 -0.051 0.108
H 0.6906 -1.4998 -6.6259 0.226 0.542 0.164 0.109
H 2.3783 -1.3137 -7.3703 -0.341 -0.100 0.336 0.110
N 4.3863 1.1426 2.5938 -0.468 1.099 0.053 -0.006
C 4.9300 2.3999 2.5720 0.096 0.256 -1.805 -0.159
C 6.1745 2.3724 3.1648 -2.199 2.644 -0.814 -0.116
C 6.2427 1.1637 3.7962 0.593 -1.593 1.001 -0.122
C 5.1679 0.3872 3.3873 1.104 -1.042 1.130 -0.147
H 3.5720 0.9144 2.0414 0.274 -0.353 0.415 0.145
H 4.4261 3.1612 1.9950 0.239 0.058 -0.086 0.097
H 6.7518 3.2849 3.1441 0.445 -0.368 0.543 0.103
H 6.9505 1.0152 4.5983 0.117 -0.851 -0.310 0.102
H 4.9753 -0.6412 3.6550 -0.230 0.135 -0.157 0.106
N -6.0099 -3.0501 4.6361 0.896 -0.942 0.997 -0.015
C -6.3248 -3.9753 5.6249 -1.834 1.003 0.022 -0.083
C -7.6477 -3.6510 6.0691 2.752 -0.976 -0.196 -0.074
C -7.9941 -2.4976 5.3679 -1.920 0.605 0.365 -0.155
C -7.0071 -2.1435 4.5312 0.384 0.576 -1.371 -0.202
H -5.0719 -2.9121 4.2879 -0.282 -0.221 -0.072 0.142
H -5.5950 -4.7129 5.9243 -0.255 -0.017 -0.001 0.105
H -8.2241 -4.1627 6.8256 0.146 -0.003 -0.120 0.096
H -8.9241 -1.9506 5.4154 -0.088 -0.187 0.144 0.096
H -7.0459 -1.4369 3.7153 0.229 0.169 0.204 0.093
```
Positions in Å, forces in eV/Å.

Computed properties:
Total charge   +3
M   601.6 g/mol
HOMO-LUMO gap   2.7 eV
LUMO   -8.9 eV
Calculated total energy   -167197.4281 eV



Q: M of number 3 (C10H16AsF6K4N4O4)?
A: 601.6 g/mol



Q: Among the records above, which one has the highest total charge?
A: C10H16AsF6K4N4O4